Molecular formula: C35H64N3O43PS10
Method: DFT, wB97M-V/def2-TZVPD

```
156
Properties=species:S:1:pos:R:3:mulliken_charge:R:1
S -4.2563 6.0887 1.6228 0.80
S 0.9624 -4.8380 -6.8511 1.01
S -1.6062 3.9524 -2.7472 1.01
S 0.2763 6.1277 0.1319 0.99
S -6.0746 0.9333 -2.5468 0.96
S -5.1260 -5.2413 -0.9032 1.07
S 10.5239 3.2400 2.0205 1.09
S 2.6147 -0.0276 -3.6753 1.33
S -3.4788 -0.2518 3.3360 0.94
S 4.1651 1.5032 4.6560 0.84
P 0.9570 -1.4788 2.5201 0.28
O -3.8922 -0.0490 4.7595 -0.66
O -3.3532 7.1964 1.5986 -0.67
O 1.6737 5.8851 -0.0260 -0.60
O -6.1978 -4.3505 -0.5974 -0.62
O -5.6039 -6.2401 -2.0820 -0.34
O -1.9422 2.5490 -2.0134 -0.17
O 3.9007 1.4667 6.2522 -0.32
O -0.1724 5.5790 1.5890 -0.21
O -1.6542 3.7502 -4.1631 -0.67
O 0.8275 -6.2098 -7.7002 -0.33
O 2.9461 -4.8070 0.5202 -0.27
O -0.1887 -4.7064 -6.0209 -0.44
O -6.9078 1.5144 -3.5442 -0.61
O 0.0636 7.7072 0.4195 -0.40
O 2.3299 -4.9258 2.6920 -0.59
O 2.2159 -5.2811 -5.9292 -0.18
O -4.1393 4.9387 0.7670 -0.25
O 4.0427 0.1743 4.1493 -0.66
O -4.1063 1.0192 2.4721 -0.28
O 2.0588 1.2849 -3.7010 -0.82
O 11.6494 3.8131 2.6828 -0.53
O 4.9546 -5.4599 1.4663 -0.53
O 9.2003 4.0512 2.4806 -0.32
O -4.8737 0.1355 -3.2825 -0.35
O -1.9917 -0.2009 3.3227 -0.40
O -5.5165 1.6863 -1.4703 -0.38
O -5.7609 6.6649 1.4772 -0.33
O 3.3768 -0.5250 -2.5790 -0.60
O -0.6994 5.7081 -0.8135 -0.29
O -0.4880 4.5397 -2.0858 -0.32
O 10.1715 1.8320 2.7412 -0.32
O 1.4031 -3.8061 -7.7330 -0.55
O 3.4747 -0.2458 -5.0301 -0.39
O 1.4389 -1.0917 -3.9943 -0.26
O -4.4552 -6.0141 0.0891 -0.55
O 5.3070 2.3202 4.4083 -0.51
O -4.3745 5.5619 3.1496 -0.31
O -2.9530 4.7539 -2.2973 -0.37
O -4.0116 -4.4266 -1.7510 -0.03
O 0.0892 -2.4618 3.6342 -0.60
O 10.4743 3.0477 0.6101 -0.53
O -6.8327 -0.3537 -1.9210 -0.40
O 2.8469 2.3388 4.2402 -0.05
N 1.0190 -4.0651 -2.1222 -0.75
N 2.6497 -1.9599 2.8264 -0.18
N -1.4894 -0.0039 0.1927 0.10
C -4.1360 -1.8827 2.8024 -1.12
C 2.4544 -0.0268 0.1519 -1.12
C 2.0113 -6.9892 -7.5191 -0.41
C -6.2678 -1.5510 -2.4580 -0.20
C 4.2668 -4.5556 1.0113 0.57
C -5.6021 6.0209 3.7205 -0.40
C -2.5007 -3.3897 1.4148 -1.32
C 3.0362 -1.4463 -5.6713 -0.35
C 2.8942 2.4266 6.5799 -0.46
C 1.1995 2.0046 1.2439 -0.37
C -0.0062 -3.3046 0.3457 1.75
C -3.7434 -2.3223 1.3171 1.00
C -1.6053 -3.4706 0.1149 -1.53
C 1.6969 -1.3738 -0.2134 -1.44
C -0.7091 -0.8308 0.4194 -2.03
C 9.1173 2.0405 3.6821 -0.32
C 0.5352 -3.7846 -1.1036 -0.53
C 0.4069 -4.5196 1.3005 -0.51
C -0.2036 6.6629 2.5061 -0.49
C 1.6745 1.3417 -0.1546 1.40
C -4.8255 -1.2011 -2.7826 0.40
C -6.5600 6.1601 2.5491 -0.37
C 1.5575 -1.5479 -5.3418 0.13
C -3.7224 -5.1451 -2.9536 -0.39
C -5.0282 -5.8273 -3.3246 -0.39
C 2.4752 -6.6745 -6.1075 -0.31
C 8.2697 3.1486 3.0827 -0.23
C 1.9580 -4.7420 1.5269 0.10
C -3.0083 2.7475 -1.0769 -0.02
C 2.6174 2.3807 -0.9633 -0.87
C -3.8730 3.8368 -1.6905 -0.06
C 1.9795 2.4629 5.3683 -0.21
C -0.6023 7.8659 1.6701 -0.19
C 4.9774 -3.1154 0.9582 -0.34
C 0.4908 -1.8516 0.7236 2.76
H 3.0772 -1.0831 3.1709 0.24
H -1.9786 -2.8590 -0.7788 0.42
H 3.5346 -6.8866 -5.9644 0.31
H -6.9572 5.1874 2.2454 0.29
H -0.9097 6.4611 3.3120 0.35
H 6.0512 -3.3137 0.6433 0.40
H 2.3687 2.1389 7.4897 0.33
H 7.6721 3.6628 3.8346 0.27
H 0.0584 -5.4620 0.7336 0.72
H -3.7373 -2.6529 3.5489 0.38
H 0.9649 -0.8858 -5.9789 0.31
H -4.2055 -1.2028 -1.8809 -0.21
H 7.6129 2.7631 2.2985 0.30
H -5.2777 -1.9214 2.9104 0.49
H 3.5950 -2.2828 -5.2414 0.31
H -3.3696 -4.4687 -3.7317 0.41
H 0.0657 1.9847 1.3409 -0.09
H -4.5148 3.4335 -2.4752 0.30
H 1.8005 -8.0485 -7.6614 0.32
H 1.6379 3.0557 1.3080 0.37
H 1.4082 3.3891 5.3099 0.33
H -4.3902 -1.8729 -3.5218 0.29
H -5.7184 -5.1272 -3.8038 0.29
H -7.3859 6.8367 2.7652 0.34
H -4.6557 -2.8960 0.8797 -0.13
H -6.8242 -1.8147 -3.3622 0.32
H 1.2925 1.6122 5.3649 0.19
H 2.5039 -2.1904 -0.1964 -0.10
H 4.5152 -2.4375 0.1714 0.07
H 2.9001 0.0494 1.1891 0.38
H 1.2884 -1.2075 -1.2730 0.59
H -5.9632 5.3137 4.4670 0.34
H 3.7125 2.3189 -0.6379 0.29
H 3.3852 3.3918 6.7340 0.29
H 2.6499 -2.5776 3.6627 0.29
H -2.9427 -5.8785 -2.7300 0.24
H 1.1836 -2.5669 -5.4326 -0.23
H 1.8913 -7.2271 -5.3666 0.28
H -4.8737 -6.6863 -3.9770 0.33
H -1.6757 7.8654 1.4754 0.24
H -5.4163 6.9876 4.1963 0.29
H 2.2222 3.4284 -0.7646 0.17
H -1.9804 -3.1519 2.3904 0.49
H -2.5722 3.0780 -0.1294 -0.09
H -4.4895 4.3452 -0.9438 0.26
H 9.5666 2.3546 4.6287 0.32
H 1.5992 1.4404 2.1562 -0.34
H -6.3427 -2.3647 -1.7369 0.14
H 2.4834 2.1713 -2.0826 0.14
H -3.0184 -4.4034 1.5725 0.49
H -3.5536 1.8240 -0.9191 0.34
H -3.6211 1.8188 2.8027 0.30
H 3.3626 -0.0017 -0.5500 0.48
H -0.1909 -4.5695 2.2756 0.34
H 0.7440 1.1829 -0.7883 -0.01
H -0.3101 8.8058 2.1409 0.35
H 3.2214 -1.4008 -6.7437 0.36
H 0.7998 6.7883 2.9254 0.33
H 8.5519 1.1223 3.8372 0.28
H -0.0672 -1.9254 4.4470 0.34
H 2.7473 -6.6629 -8.2592 0.29
H -1.6941 -4.5569 -0.2599 0.66
H -3.5404 -1.4722 0.5970 -0.40
H 5.0167 -2.6422 1.9903 0.06
```

Calculated values
HOMO-LUMO gap ... 0.294 hartree
Energy ... -9094.37901 a.u.